Record 1
7
Properties=species:S:1:pos:R:3 method="wB97M-V/def2-TZVPD" homo_energy_ev="-7.28 / -10.11" total_energy_ev=-17031.564 spin_multiplicity=3 relative_energy_kcal_mol=44.74 orbital_gap_ev="8.04 / 8.07" s2=2.010
C -0.13519 0.14918 -0.00867
C 1.17493 -0.07772 0.04644
O -0.99607 -1.04752 0.02879
O -1.07941 1.18579 -0.03423
S -2.33762 0.04026 0.02240
H 1.74062 0.83943 -0.08283
H 1.63274 -1.08942 0.02811



Record 2
7
Properties=species:S:1:pos:R:3 method="wB97M-V/def2-TZVPD" homo_energy_ev=-6.12 total_energy_ev=-37728.639 relative_energy_kcal_mol=7.40 orbital_gap_ev=4.79
H -1.51336 0.23163 -0.91187
O 1.04724 -0.93676 0.53119
C -0.26375 -0.69964 0.26737
C -0.67038 0.52234 -0.20062
O 0.25523 1.43434 -0.57024
H -1.00074 -1.38905 0.70152
Yb 2.14574 0.83714 0.18264



Record 3
7
Properties=species:S:1:pos:R:3 method="wB97M-V/def2-TZVPD" homo_energy_ev=-8.59 total_energy_ev=-8245.791 relative_energy_kcal_mol=64.71 orbital_gap_ev=8.90
C 0.03733 -2.93902 -0.93555
C 0.88469 0.20918 0.99298
O 0.98694 -2.87145 -0.32987
O -0.86168 -2.86305 -1.63981
O -0.36092 -0.18296 0.99493
H 1.40554 0.20460 2.03512
H -0.94441 -0.62934 1.65191



Record 4
7
Properties=species:S:1:pos:R:3 method="wB97M-V/def2-TZVPD" homo_energy_ev=-10.34 smiles="O=CC1OO1" total_energy_ev=-8243.616 relative_energy_kcal_mol=114.85 orbital_gap_ev=10.61
O -1.61669 -0.88872 0.33698
C -0.73009 -0.81872 -0.44652
C 0.79933 -0.31688 0.29510
O 1.81910 -1.08487 -0.24106
O 1.78995 0.35428 -0.36502
H -0.76643 -1.11058 -1.43177
H 0.80853 -0.34663 1.41597



Record 5
7
Properties=species:S:1:pos:R:3 method="wB97M-V/def2-TZVPD" homo_energy_ev=-11.70 total_energy_ev=-8247.900 relative_energy_kcal_mol=16.06 orbital_gap_ev=12.26
C 1.74172 1.61809 -2.04746
C 3.10905 0.71139 0.01976
O 1.46122 0.76154 -2.73717
O -0.90905 -1.08844 0.79478
O 3.30507 1.66403 0.60562
H -0.52636 -0.72908 -0.02663
H -1.34006 -0.39120 1.20657



Record 6
7
Properties=species:S:1:pos:R:3 method="wB97M-V/def2-TZVPD" homo_energy_ev=-11.07 smiles="O=COC=O" total_energy_ev=-8248.312 relative_energy_kcal_mol=6.58 orbital_gap_ev=11.55
O -2.32714 -0.24706 0.07034
C -1.15248 -0.30438 0.14972
O -0.24069 0.66710 -0.09750
C 1.10328 0.38945 -0.15522
O 1.66748 -0.66876 -0.19221
H -0.59492 -1.24643 0.39987
H 1.54447 1.41008 -0.17500



Record 7
7
Properties=species:S:1:pos:R:3 method="wB97M-V/def2-TZVPD" homo_energy_ev="-6.93 / -12.83" total_energy_ev=-8245.064 spin_multiplicity=3 relative_energy_kcal_mol=0.75 orbital_gap_ev="7.57 / 10.31" s2=2.006
C 1.31286 0.11140 -0.11434
C -1.87199 -0.13754 0.10851
O -2.00811 0.93718 -0.34886
O -1.66220 -1.21723 0.57075
O 1.21638 1.19563 0.37085
H 1.46242 -0.10079 -1.12318
H 1.55064 -0.78866 0.53627



Record 8
8
Properties=species:S:1:pos:R:3 method="wB97M-V/def2-TZVPD" homo_energy_ev=-9.61 total_energy_ev=-19079.708 relative_energy_kcal_mol=109.24 orbital_gap_ev=8.22
C 0.40408 -0.01048 -0.02133
C 1.67494 -0.11286 0.26876
O -3.18009 0.10537 -0.79464
O -0.58244 1.04711 0.05779
O -0.66680 -1.00193 -0.15971
S -2.20954 -0.04450 0.22598
H 2.12938 0.87089 0.12118
H 2.43048 -0.85360 0.30196



Record 9
8
Properties=species:S:1:pos:R:3 method="wB97M-V/def2-TZVPD" homo_energy_ev=-10.09 total_energy_ev=-19082.034 relative_energy_kcal_mol=55.59 orbital_gap_ev=9.73
C -0.59519 0.43762 -0.48034
C -1.72714 -0.11463 -0.06805
O 1.60743 -1.29656 0.17736
O 2.56330 0.82116 1.16358
O 0.34644 1.06310 -0.88412
S 2.22447 0.00139 0.02452
H -1.88353 -1.14639 -0.52972
H -2.53577 0.23432 0.59677



Record 10
8
Properties=species:S:1:pos:R:3 method="wB97M-V/def2-TZVPD" homo_energy_ev="-9.64 / -9.64" total_energy_ev=-19080.209 relative_energy_kcal_mol=97.68 orbital_gap_ev="7.94 / 7.94"
C 1.58954 1.18774 0.22646
C 0.42040 -0.50002 -0.27660
O 1.15023 2.20864 0.36815
O -1.28157 -1.15168 1.41864
O -2.15135 0.23686 -0.43078
S -1.20412 -0.70021 0.05260
H 0.46347 0.06514 -1.26482
H 1.01341 -1.34646 -0.09365



Record 11
8
Properties=species:S:1:pos:R:3 method="wB97M-V/def2-TZVPD" homo_energy_ev=-6.86 total_energy_ev=-9081.951 relative_energy_kcal_mol=0.00 orbital_gap_ev=5.34
O 1.16853 -0.76699 0.70555
C -0.10770 -0.72844 0.17984
Sr 2.42834 0.82786 0.03865
H -0.44664 -1.62208 -0.37347
O 0.42383 1.46185 -0.59246
C -0.47649 0.51904 -0.56023
O -1.67871 0.78541 -0.17143
H -1.31117 -0.47664 0.77354



Record 12
10
Properties=species:S:1:pos:R:3 method="wB97M-V/def2-TZVPD" homo_energy_ev="1.43 / 0.61" total_charge=-2 total_energy_ev=-23175.485 relative_energy_kcal_mol=71.53 orbital_gap_ev="5.13 / 5.80"
C 2.56303 -0.16468 0.06328
C -0.23510 0.34112 0.42051
O 2.73503 -1.26305 -0.38616
O -1.97930 -1.53810 1.02276
O 3.20328 0.83008 0.26878
O -2.22911 -0.32528 -1.25586
O -0.72091 1.53060 -0.37080
S -1.27870 -1.10804 -0.24333
H -0.61718 0.41698 1.48755
H -1.44105 1.28036 -1.00673



Record 13
12
Properties=species:S:1:pos:R:3 method="wB97M-V/def2-TZVPD" homo_energy_ev=-1.45 total_charge=-2 smiles="C=C(S(=O)(=O)[O-])S(=O)(=O)[O-]" total_energy_ev=-36061.404 relative_energy_kcal_mol=5.81 orbital_gap_ev=7.88
C -1.32601 0.69994 -0.53650
C -0.27969 0.04782 -0.06684
S 1.23957 0.37817 -0.96972
O 1.15818 1.80670 -1.26236
O 2.36622 0.05261 -0.15389
O 1.10025 -0.39425 -2.19930
S -0.20031 -0.96484 1.35599
O -1.57113 -1.44990 1.52012
O 0.73508 -2.07797 1.25321
O 0.21432 -0.06347 2.39826
H -2.33118 0.64941 0.09601
H -1.10529 1.31577 -1.43498



Record 14
6
Properties=species:S:1:pos:R:3 method="wB97M-V/def2-TZVPD" homo_energy_ev="-8.70 / -8.69" total_energy_ev=-14983.787 relative_energy_kcal_mol=90.49 orbital_gap_ev="8.44 / 8.43"
C 0.40588 1.26542 0.08242
C -0.34553 -1.02923 0.10735
O -0.75366 0.27997 0.09567
S 1.29165 -0.58306 -0.16797
H 0.28637 1.88299 -0.68843
H -0.88470 -1.81609 0.57096



Record 15
7
Properties=species:S:1:pos:R:3 method="wB97M-V/def2-TZVPD" homo_energy_ev=-8.79 total_energy_ev=-25819.397 relative_energy_kcal_mol=100.20 orbital_gap_ev=8.45
C -0.13738 0.02047 0.90915
C 0.24947 0.03415 -0.66024
O 1.03272 0.58618 0.29754
S -0.65515 0.73219 -2.00833
S 0.33290 -1.11145 -1.96364
H 0.10528 -0.93879 1.35256
H -0.92784 0.67725 2.07296



Record 16
8
Properties=species:S:1:pos:R:3 method="wB97M-V/def2-TZVPD" homo_energy_ev=-8.53 total_energy_ev=-42348.975 relative_energy_kcal_mol=125.61 orbital_gap_ev=6.03
C 0.42072 1.00664 0.91790
C -1.89853 0.89771 -1.13815
P -0.12823 -0.61924 1.21106
P -1.75516 -0.66048 -0.50191
S -3.21535 -1.11440 0.96142
S -0.40207 1.89871 -0.41578
H 1.10701 1.47786 1.60926
H -2.17390 -1.50099 -1.67969



Record 17
5
Properties=species:S:1:pos:R:3 method="wB97M-V/def2-TZVPD" homo_energy_ev="-9.10 / -9.10" total_energy_ev=-12935.849 relative_energy_kcal_mol=95.41 orbital_gap_ev="8.14 / 8.14"
C -0.72533 -0.05417 -0.54491
C -0.00053 0.67204 0.07383
S 0.74655 1.82748 1.07093
H -1.41867 -1.06354 -1.84078
H 1.43266 0.93730 1.79193



Record 18
5
Properties=species:S:1:pos:R:3 method="wB97M-V/def2-TZVPD" homo_energy_ev="-8.30 / -8.30" total_energy_ev=-12934.927 relative_energy_kcal_mol=116.68 orbital_gap_ev="7.23 / 7.23"
C 0.61893 -1.21771 0.42673
C 0.15625 0.71945 0.48139
S 1.55012 0.21543 -0.06996
H -0.00197 -1.43491 -0.50967
H -0.74917 1.39422 0.46766



Record 19
62
Properties=species:S:1:pos:R:3 method="wB97M-V/def2-TZVPD" homo_energy_ev=-9.79 total_energy_ev=-80399.560 orbital_gap_ev=8.05
N 4.20095 -0.88250 -2.05210
H 4.53067 -0.68420 -1.11826
H 3.19416 -0.91279 -1.97758
H 4.48348 -1.81212 -2.32796
H 4.50281 -0.11815 -2.63925
C -1.49893 0.44545 0.63060
F -2.42429 -0.29324 0.05342
F -2.07606 1.54146 1.11123
F -0.90105 -0.27119 1.55215
S -0.19070 0.98359 -0.69603
O -0.69031 2.15097 -1.44384
O 0.90438 1.33787 0.17961
N 0.18370 -0.42947 -1.70693
S -0.75059 -0.14074 -2.91883
O -2.16400 0.15336 -2.59551
O -0.16832 0.69026 -3.99892
C -0.89088 -1.90300 -3.73600
F -1.49186 -2.76348 -2.87867
F -1.54790 -1.81379 -4.96674
F 0.28843 -2.45090 -4.16374
O 2.90840 1.69257 4.86791
H 3.33547 1.76124 5.72180
H 3.29010 2.40198 4.35093
O -4.14966 -1.14697 5.25361
H -3.55947 -0.92700 5.97439
H -3.74464 -1.90660 4.83509
O -5.21234 2.81322 5.31349
H -5.25555 2.16533 4.61021
H -5.45234 3.63936 4.89380
O 5.90778 0.29968 1.03327
H 6.66948 0.02625 1.54443
H 5.70537 1.17805 1.35534
O -2.20460 -5.75260 0.43575
H -1.67723 -5.13871 -0.07538
H -3.06549 -5.73533 0.01767
O 2.04665 -2.21460 3.98068
H 2.01777 -1.26463 4.09454
H 1.22220 -2.52623 4.35404
O -4.14428 4.21161 -2.49286
H -4.83915 3.62488 -2.19429
H -3.34098 3.69968 -2.39872
O 0.71100 5.62519 3.53385
H 1.20631 5.45040 2.73363
H 1.37047 5.63210 4.22760
O 1.10662 -3.79712 0.00715
H 0.78827 -3.01084 -0.43630
H 0.90656 -3.64901 0.93142
O -0.14633 7.27888 -1.86010
H 0.24913 6.52435 -1.42362
H 0.14125 8.03232 -1.34450
O 0.27801 4.75021 -6.84071
H -0.06195 5.62256 -6.64155
H -0.02749 4.20270 -6.11743
O -1.00822 3.23197 6.62272
H -1.41225 3.50685 5.79966
H -0.33548 2.60313 6.36156
O -1.22228 -8.51584 -2.66150
H -1.75482 -7.77950 -2.36077
H -0.41792 -8.45661 -2.14601
O 1.58063 -7.08916 -6.27047
H 1.79297 -6.23525 -5.89364
H 2.30417 -7.65601 -6.00326



Record 20
51
Properties=species:S:1:pos:R:3 method="wB97M-V/def2-TZVPD" homo_energy_ev="-15.23 / -15.23" total_charge=+2 total_energy_ev=-58995.185 spin_multiplicity=3 orbital_gap_ev="5.31 / 7.07" s2=2.108
V 7.74800 -26.30600 -0.32000
C 8.63200 -27.02900 -3.58600
C 9.58600 -27.55300 -2.49100
O 9.35300 -26.80800 -1.32200
H 7.54800 -27.04800 -3.37200
H 8.82700 -27.52000 -4.53700
H 8.96100 -25.98700 -3.71700
H 10.63800 -27.40000 -2.77700
H 9.39300 -28.57000 -2.20800
O 5.58500 -28.47000 -3.69600
H 4.64900 -28.57600 -3.88800
H 6.05000 -28.25200 -4.54300
O 4.34700 -26.22800 -2.96100
H 4.97400 -26.92400 -3.19200
H 4.15900 -25.75200 -3.82400
O 8.05500 -25.65400 -6.14800
H 7.53500 -25.34700 -5.38500
H 8.93600 -25.26400 -6.02500
O 8.77700 -24.69100 0.63200
H 9.69800 -24.96400 0.68100
H 8.55800 -24.01600 1.25000
O 8.98500 -23.08800 -2.73700
H 8.59000 -23.07100 -3.60100
H 8.99100 -22.21900 -2.29400
O 6.96400 -24.58200 -1.53700
H 6.71700 -23.83300 -1.03800
H 7.68600 -24.17700 -1.98900
O 12.63200 -26.90800 -4.62400
H 11.97600 -26.57700 -5.22400
H 12.07200 -26.96900 -3.88300
O 13.54200 -25.87600 -2.10100
H 13.48600 -26.42600 -2.89600
H 12.69700 -25.50000 -2.07400
O 6.32700 -24.68200 -4.39900
H 5.95300 -23.91600 -4.81300
H 6.07200 -24.60100 -3.50100
O 6.50000 -27.77800 -6.19700
H 6.40000 -27.76400 -7.17100
H 7.27400 -27.21300 -5.99200
O 6.49100 -27.78800 -1.07600
H 6.54500 -27.90700 -2.01000
H 5.52500 -27.95500 -1.01300
O 8.32700 -27.52600 1.35500
H 7.69200 -28.21200 1.65400
H 8.98100 -27.46300 2.03700
O 11.10800 -24.66400 -2.12100
H 10.57900 -23.97100 -2.54200
H 10.58800 -25.43200 -1.95700
O 11.22700 -25.77500 1.05100
H 11.64300 -24.94200 0.84600
H 11.18600 -26.23700 0.21400